11
Properties=species:S:1:pos:R:3 method="wB97M-V/def2-TZVPD" spin_multiplicity=1 homo_lumo_gap_ev="8.2 / 8.2"
C 1.4254 0.4755 0.4744
N 0.3674 0.2291 -0.1049
N -0.8007 0.8490 -0.1037
N -2.3997 -0.8857 0.0418
N -1.9841 0.3327 -0.1904
P 3.0318 -0.2167 -0.1695
H 1.3528 1.1596 1.3484
H -3.3595 -0.7368 0.1353
H -2.6232 1.0295 -0.4918
H 2.3499 -0.7138 -1.2498
H 2.6398 -1.5224 0.3101



88
Properties=species:S:1:pos:R:3 method="wB97M-V/def2-TZVPD" spin_multiplicity=1 homo_lumo_gap_ev=8.5 smiles="NC(N)=O.NC(N)=O.NC(N)=O.NC(N)=O.NC(N)=O.NC(N)=O.NC(N)=O.NC(N)=O.NC(N)=O.NC(N)=O.NC(N)=O"
C 3.1827 -3.5092 1.5332
O 4.1584 -4.1455 1.1831
N 2.4703 -3.5757 2.6443
N 2.7117 -2.4253 0.8344
H 2.6822 -4.3258 3.2830
H 1.7770 -2.8564 2.8216
H 3.1835 -2.2944 -0.0445
H 1.7888 -2.1027 1.0769
C 4.2429 1.3964 -3.7241
O 3.6766 2.3902 -4.1775
N 3.5669 0.4019 -3.1290
N 5.5069 1.0940 -3.9541
H 3.9858 -0.4162 -2.7172
H 2.6902 0.5978 -2.6712
H 5.8573 0.2085 -3.6306
H 6.1543 1.7009 -4.4259
C 2.5653 2.1484 0.7829
O 2.7791 1.4305 -0.2244
N 2.0761 3.3614 0.7146
N 2.7692 1.7278 2.0091
H 1.6835 3.6435 -0.1699
H 2.1028 3.9688 1.5153
H 3.2605 0.8701 2.2017
H 2.6776 2.4931 2.6570
C -0.8068 4.6252 -0.9392
O -1.4062 3.7570 -0.3359
N -0.6780 4.5826 -2.3001
N -0.1863 5.7291 -0.4929
H -0.2119 5.3128 -2.8094
H -1.2997 3.9859 -2.8215
H -0.1213 6.0058 0.4736
H 0.2003 6.4177 -1.1143
C -0.3207 -0.2029 -1.1628
O -1.3239 -0.8619 -1.1105
N 0.9528 -0.6777 -1.2623
N -0.2075 1.1043 -0.7766
H 1.7299 -0.1306 -0.9349
H 0.9534 -1.6584 -1.5083
H 0.6853 1.4112 -0.4300
H -0.9687 1.7589 -0.7076
C -1.1829 3.0695 3.8054
O -2.0846 3.8586 3.4539
N -0.3949 2.4636 2.8803
N -0.8683 3.0330 5.0917
H 0.2763 1.8525 3.3201
H -0.3251 2.6828 1.9007
H -0.0026 2.7323 5.5040
H -1.5284 3.6675 5.5190
C -5.3763 -0.6182 -3.4656
O -5.6521 0.1158 -4.4064
N -5.9098 -1.7496 -3.1694
N -4.3021 -0.2804 -2.6788
H -6.6154 -2.1076 -3.7958
H -5.4729 -2.4738 -2.6248
H -3.6168 0.3175 -3.1059
H -4.1345 -0.6858 -1.7732
C -0.7476 -4.8814 0.7942
O -0.9937 -5.5428 1.8082
N -0.9755 -3.5611 0.7964
N -0.1889 -5.3109 -0.3379
H -1.5535 -3.1953 1.5340
H -0.7219 -2.9025 0.0754
H 0.1207 -4.5879 -0.9741
H 0.2633 -6.2007 -0.1960
C 2.3118 -4.2297 -2.0607
O 1.4509 -3.4211 -1.7426
N 2.7176 -5.2415 -1.2889
N 2.8008 -4.2969 -3.3254
H 2.4132 -4.9965 -0.3561
H 3.6433 -5.5976 -1.4621
H 2.4170 -3.6936 -4.0321
H 3.5250 -4.9803 -3.4609
C -4.9859 3.1314 0.2543
O -6.1469 3.0184 -0.1055
N -3.9733 2.4126 -0.2427
N -4.6040 3.9895 1.2300
H -3.8769 1.7813 -1.0223
H -3.0567 2.8474 -0.2047
H -5.3520 4.5503 1.6009
H -3.6582 4.1234 1.5513
C -0.4975 -1.4104 3.3644
O 0.5679 -1.5664 2.7678
N -0.6976 -1.8967 4.6056
N -1.6638 -1.0644 2.8159
H -0.0021 -2.5261 4.9683
H -1.6769 -1.8367 4.8147
H -1.6888 -0.6891 1.8783
H -2.5198 -1.0430 3.3410



65
Properties=species:S:1:pos:R:3 method="wB97M-V/def2-TZVPD" total_charge=-1 spin_multiplicity=1 homo_lumo_gap_ev=6.0
Li 14.8886 -14.9226 -18.8725
Li 10.6570 -14.9402 -19.2027
Li 10.3150 -18.9097 -20.7852
N 6.1754 -19.8688 -17.7750
S 6.2341 -18.3728 -17.5722
O 5.0180 -17.6738 -17.3011
O 7.3090 -17.7222 -18.3371
F 6.7558 -18.4090 -16.1002
S 5.0095 -19.6279 -19.1070
O 5.5589 -19.0528 -20.3348
O 3.6226 -19.3931 -18.8040
F 5.0367 -21.3016 -19.4544
N 10.8240 -16.1307 -22.2872
S 9.9141 -15.7055 -23.4325
O 9.2665 -16.6436 -24.3409
O 9.9522 -14.3243 -23.8331
F 8.6605 -15.5019 -22.4397
S 12.2953 -15.6408 -23.0885
O 13.1840 -14.8736 -22.1991
O 12.3562 -15.4562 -24.5241
F 12.9453 -17.0879 -22.9061
N 11.5537 -20.4501 -18.4218
S 12.6138 -21.6011 -18.6522
O 12.7209 -22.6220 -17.6491
O 13.7018 -21.2681 -19.5842
F 11.6792 -22.3494 -19.7301
S 12.7351 -19.6055 -17.4973
O 13.1175 -18.3630 -18.2138
O 13.6883 -20.1406 -16.5674
F 11.7848 -18.9017 -16.4369
N 12.6337 -13.0966 -17.7428
S 12.8168 -11.6242 -17.9362
O 14.1726 -11.2515 -18.2651
O 11.8327 -10.7479 -17.2526
F 12.1289 -11.7293 -19.3887
S 12.7399 -13.0308 -15.9771
O 11.7636 -13.8063 -15.1854
O 13.2629 -11.9233 -15.1792
F 13.9832 -14.0839 -15.9464
C 5.7143 -10.0314 -15.0106
C 6.6152 -11.2336 -15.3544
O 6.0786 -12.1268 -16.4412
P 6.1566 -11.7945 -18.0830
O 7.4068 -12.4192 -18.6421
O 4.7135 -12.4074 -18.6300
C 3.3223 -11.8862 -18.5791
C 2.3258 -12.9725 -18.4344
O 5.9861 -10.1316 -18.1892
C 6.0619 -9.5428 -19.4549
C 7.0262 -8.3816 -19.5524
H 4.9436 -10.6652 -14.5720
H 6.2901 -9.3464 -14.3882
H 5.3768 -9.5453 -15.9260
H 7.5312 -10.7366 -15.6738
H 7.0528 -11.9170 -14.6267
H 3.2707 -11.2067 -17.7284
H 3.0507 -11.3242 -19.4728
H 1.9752 -13.4422 -19.3534
H 2.6212 -13.6824 -17.6618
H 1.4471 -12.4956 -18.0001
H 6.4644 -10.2935 -20.1351
H 5.1038 -9.1446 -19.7888
H 7.8763 -8.5752 -18.8982
H 7.4246 -8.2668 -20.5605
H 6.6013 -7.4479 -19.1839



Table of energy above the lowest of the compared OMol25 structures with the same formula, charge and spin (kcal per mole), in record order: 78.3, 79.3, 263.3